{"formula": "C37H43ClF9NO31", "method": "the ωB97M-V functional and the def2-TZVPD basis", "homo_lumo_gap_ha": 0.324, "charge": 0, "smiles": "CC(=O)N(C)CCCC[C@@H]1OC(=O)O[C@@H]1Cl.O=C1OC[C@@H](F)O1.O=C1OC[C@@H](F)O1.O=C1OC[C@@H](F)O1.O=C1OC[C@@H](F)O1.O=C1OC[C@@H](F)O1.O=C1OC[C@@H](F)O1.O=C1OC[C@@H](F)O1.O=C1OC[C@@H](F)O1.O=C1OC[C@@H](F)O1", "e_lumo_ev": 0.0, "molar_mass_g_mol": 1204.2, "elements": ["C", "C", "O", "N", "C", "C", "C", "C", "C", "C", "O", "C", "O", "O", "C", "Cl", "H", "H", "H", "H", "H", "H", "H", "H", "H", "H", "H", "H", "H", "H", "H", "H", "C", "C", "O", "C", "O", "O", "F", "H", "H", "H", "C", "C", "O", "C", "O", "O", "F", "H", "H", "H", "C", "C", "O", "C", "O", "O", "F", "H", "H", "H", "C", "C", "O", "C", "O", "O", "F", "H", "H", "H", "C", "C", "O", "C", "O", "O", "F", "H", "H", "H", "C", "C", "O", "C", "O", "O", "F", "H", "H", "H", "C", "C", "O", "C", "O", "O", "F", "H", "H", "H", "C", "C", "O", "C", "O", "O", "F", "H", "H", "H", "C", "C", "O", "C", "O", "O", "F", "H", "H", "H"], "coordinates": [[3.261, 2.049, 1.688], [1.770, 1.784, 1.859], [1.304, 1.821, 2.951], [0.934, 1.476, 0.779], [1.431, 1.989, -0.502], [0.553, 0.046, 0.746], [-0.842, -0.157, 1.356], [-2.012, 0.098, 0.364], [-2.838, 1.370, 0.662], [-1.964, 2.600, 0.871], [-1.585, 2.886, 2.208], [-2.643, 3.609, 2.712], [-2.855, 3.740, 3.815], [-3.391, 4.158, 1.698], [-2.561, 3.963, 0.561], [-3.251, 4.149, -1.036], [3.663, 1.342, 0.960], [3.496, 3.076, 1.418], [3.719, 1.805, 2.641], [2.478, 1.762, -0.707], [1.254, 3.057, -0.648], [0.862, 1.487, -1.287], [0.653, -0.399, -0.240], [1.243, -0.500, 1.403], [-0.973, 0.481, 2.226], [-0.891, -1.201, 1.676], [-2.715, -0.732, 0.445], [-1.640, 0.143, -0.661], [-3.476, 1.582, -0.198], [-3.479, 1.156, 1.520], [-1.200, 2.506, 0.097], [-1.691, 4.616, 0.656], [-1.942, -5.750, 2.369], [-1.279, -4.620, 3.113], [-0.472, -4.027, 2.114], [-1.092, -4.257, 0.917], [-0.832, -3.687, -0.086], [-2.045, -5.222, 1.044], [-0.484, -5.076, 4.110], [-1.327, -6.652, 2.355], [-2.923, -5.998, 2.768], [-1.969, -3.874, 3.513], [3.881, -1.811, -3.259], [2.962, -0.644, -3.014], [3.567, 0.000, -1.907], [4.907, -0.266, -1.984], [5.741, 0.321, -1.380], [5.150, -1.282, -2.849], [1.723, -1.056, -2.655], [3.633, -2.675, -2.644], [3.902, -2.119, -4.302], [2.886, 0.059, -3.846], [-1.639, 7.862, -2.032], [-0.715, 8.363, -3.112], [0.457, 7.600, -2.895], [0.056, 6.416, -2.342], [0.730, 5.445, -2.269], [-1.224, 6.501, -1.892], [-0.424, 9.676, -2.950], [-1.493, 8.387, -1.087], [-2.689, 7.922, -2.312], [-1.075, 8.195, -4.129], [7.363, -4.895, -2.288], [6.875, -6.214, -1.748], [5.498, -5.963, -1.520], [5.122, -5.010, -2.419], [3.998, -4.745, -2.691], [6.204, -4.406, -2.969], [7.468, -6.523, -0.571], [7.638, -4.200, -1.492], [8.203, -5.001, -2.971], [6.982, -7.053, -2.438], [-2.545, -1.158, -5.147], [-1.289, -1.622, -4.461], [-0.774, -0.418, -3.916], [-1.846, 0.391, -3.673], [-1.817, 1.355, -2.982], [-2.951, -0.062, -4.318], [-0.392, -2.120, -5.347], [-2.356, -0.797, -6.159], [-3.310, -1.928, -5.185], [-1.450, -2.347, -3.661], [2.278, 3.763, 4.935], [2.429, 3.201, 6.321], [2.911, 4.315, 7.058], [2.423, 5.429, 6.441], [2.407, 6.513, 6.929], [1.955, 5.136, 5.207], [3.356, 2.212, 6.364], [3.209, 3.716, 4.367], [1.494, 3.275, 4.366], [1.500, 2.845, 6.768], [3.325, 9.445, 6.249], [3.983, 10.585, 6.980], [4.764, 11.195, 5.968], [4.124, 10.955, 4.783], [4.347, 11.530, 3.772], [3.193, 9.978, 4.926], [4.805, 10.143, 7.964], [3.951, 8.554, 6.223], [2.356, 9.179, 6.663], [3.288, 11.319, 7.393], [-4.752, -6.320, -3.769], [-4.088, -5.201, -3.010], [-3.282, -4.586, -4.003], [-3.911, -4.800, -5.199], [-3.662, -4.206, -6.196], [-4.855, -5.762, -5.087], [-3.291, -5.670, -2.022], [-4.139, -7.219, -3.802], [-5.724, -6.572, -3.377], [-4.779, -4.463, -2.596], [-7.384, -10.768, -1.289], [-6.732, -9.661, -0.502], [-5.919, -9.028, -1.477], [-6.532, -9.222, -2.681], [-6.275, -8.615, -3.667], [-7.476, -10.191, -2.595], [-5.941, -10.146, 0.484], [-6.763, -11.664, -1.330], [-8.367, -11.035, -0.909], [-7.428, -8.933, -0.082]]}

{"formula": "C4H10O2S2", "method": "the ωB97M-V functional and the def2-TZVPD basis", "homo_lumo_gap_ha": 0.316, "charge": 0, "smiles": "C=C(C)OS.CSO", "e_lumo_ev": 0.4, "de_lowest_kj_mol": 296.08, "molar_mass_g_mol": 154.3, "elements": ["C", "C", "C", "C", "O", "O", "S", "S", "H", "H", "H", "H", "H", "H", "H", "H", "H", "H"], "coordinates": [[-1.234, -1.723, 0.791], [0.642, -1.072, 2.313], [2.038, 0.817, -2.302], [-0.448, -0.763, 1.623], [-0.237, 2.144, -1.908], [-0.889, 0.531, 1.687], [-2.123, 1.040, 0.681], [0.587, 0.879, -1.219], [-0.859, -2.735, 0.916], [-2.287, -1.693, 1.077], [-1.162, -1.435, -0.259], [-0.959, 1.813, -2.453], [1.015, -2.077, 2.334], [1.175, -0.327, 2.876], [2.491, 1.803, -2.333], [1.753, 0.489, -3.298], [2.720, 0.104, -1.852], [-2.224, 2.204, 1.326]]}

{"formula": "C5H8S", "method": "the ωB97M-V functional and the def2-TZVPD basis", "homo_lumo_gap_ha": 0.359, "charge": 0, "smiles": "C=C=C[C@H](C)S", "e_lumo_ev": 0.8, "de_lowest_kj_mol": 241.97, "molar_mass_g_mol": 100.2, "elements": ["C", "C", "C", "C", "C", "S", "H", "H", "H", "H", "H", "H", "H", "H"], "coordinates": [[-0.648, 0.084, -0.407], [-1.777, -0.359, 0.063], [0.677, -0.199, 0.383], [-2.840, -1.018, 0.386], [1.689, 0.914, 0.351], [1.285, -1.735, -0.433], [-0.580, 0.766, -1.143], [0.465, -0.564, 1.408], [-2.954, -1.787, -0.308], [-3.392, -0.627, 1.256], [0.245, -1.892, -1.424], [1.293, 1.811, 0.905], [1.786, 1.234, -0.689], [2.521, 0.619, 0.861]]}